{"formula": "C44H88O22", "method": "ωB97M-V/def2-TZVPD", "largest_force_ev_per_a": 3.5, "smiles": "CCOC(C)=O.CCOC(C)=O.CCOC(C)=O.CCOC(C)=O.CCOC(C)=O.CCOC(C)=O.CCOC(C)=O.CCOC(C)=O.CCOC(C)=O.CCOC(C)=O.CCOC(C)=O", "e_homo_ev": -9.976, "lumo_ev": 0.54, "relative_energy_kj_mol": 255.0, "total_energy_ev": -92100.6082, "species": ["H", "C", "C", "H", "H", "H", "H", "H", "C", "O", "H", "C", "C", "H", "C", "H", "O", "H", "H", "H", "H", "H", "O", "H", "H", "H", "H", "H", "H", "H", "H", "C", "O", "C", "H", "H", "H", "H", "H", "H", "C", "C", "C", "H", "H", "O", "H", "C", "H", "H", "H", "H", "H", "H", "H", "C", "C", "H", "H", "H", "C", "H", "C", "H", "C", "H", "O", "C", "H", "C", "H", "C", "H", "C", "C", "O", "H", "O", "C", "H", "O", "H", "H", "H", "H", "C", "H", "H", "H", "C", "H", "H", "H", "C", "H", "C", "O", "H", "H", "H", "C", "C", "H", "H", "O", "O", "H", "C", "O", "H", "H", "H", "H", "C", "H", "H", "O", "H", "H", "O", "H", "C", "H", "H", "H", "C", "H", "O", "H", "H", "H", "H", "H", "C", "C", "O", "C", "O", "C", "C", "O", "C", "C", "O", "C", "C", "O", "O", "C", "H", "H", "H", "C", "H"], "coordinates": [[-4.08, 4.32, -3.52], [-3.37, 4.14, 2.48], [-4.40, -0.30, -4.24], [5.78, -1.37, 4.58], [2.18, 4.48, 0.55], [-1.97, 7.15, -0.14], [-4.62, -0.28, -5.27], [1.68, -2.44, -2.02], [0.62, 0.94, 3.94], [-6.13, 0.38, -2.63], [-2.56, -2.82, -2.29], [-6.63, -2.48, 0.75], [0.15, -1.50, -5.96], [0.17, -4.07, 0.18], [-0.24, -5.75, 3.58], [-4.52, -1.29, -3.84], [-2.00, -2.87, 5.87], [-0.87, -3.92, 7.75], [-4.30, 3.51, 2.72], [3.25, -3.00, 4.71], [-5.46, 5.25, -3.03], [6.82, 5.00, -3.38], [4.50, -0.12, 7.28], [-2.65, 4.85, -1.96], [6.35, -2.42, -2.42], [4.25, 0.23, -7.25], [0.29, -3.15, 2.61], [6.42, 0.07, -3.04], [-3.39, 4.92, 3.19], [0.60, -3.02, 7.55], [-3.65, 6.68, -0.42], [-6.05, -1.21, 0.13], [-4.88, 1.93, -3.65], [1.00, 2.33, -4.01], [-2.05, -6.54, 2.86], [-0.68, 0.03, -7.41], [0.01, -1.91, -1.86], [2.99, 0.97, 0.15], [6.40, 5.33, -0.99], [4.75, -3.23, 3.68], [-5.25, 0.68, -3.44], [-0.68, -2.86, 5.85], [-5.18, 4.27, -3.50], [-6.24, -0.31, 0.78], [1.67, -4.87, 0.49], [0.51, 1.51, -1.70], [-0.86, 1.94, -3.06], [-2.39, 0.64, 1.80], [5.06, 4.35, -3.64], [6.34, -2.02, 8.61], [-1.77, -2.71, 3.07], [-6.59, 2.64, -2.80], [5.39, 6.02, -3.14], [-1.96, 6.43, -2.40], [-7.64, -2.30, 1.09], [0.73, -4.08, 2.25], [5.75, 5.01, -3.03], [-0.65, -7.78, 3.17], [5.02, -1.66, 9.47], [-1.49, -7.01, 4.50], [1.90, 0.96, 0.11], [1.32, 1.83, 4.24], [-0.63, -0.23, -6.31], [1.91, 1.74, -4.20], [1.06, -4.07, 0.82], [-1.65, -0.34, -5.92], [-1.13, 0.32, 2.50], [0.06, 1.48, -3.07], [0.12, 0.54, 4.84], [5.28, -2.11, 8.55], [-2.62, -1.02, -1.91], [5.41, -0.44, -2.92], [4.17, -0.62, 4.99], [-1.20, -6.89, 3.46], [5.65, -1.72, -2.04], [-0.71, 2.52, 2.68], [-6.56, -0.96, -0.77], [5.09, -2.04, 6.25], [-2.74, -2.97, 3.50], [3.49, -1.06, -6.29], [1.91, -2.93, -4.48], [1.70, -4.26, 2.84], [-3.20, 1.58, 0.02], [0.51, -3.66, -2.12], [1.14, 0.12, 3.43], [4.06, -2.53, 4.15], [5.00, -3.15, 8.59], [1.51, 0.09, 0.58], [1.48, -3.07, 0.53], [-0.43, 1.40, 2.98], [4.63, 0.23, -2.57], [-2.72, 1.48, 2.34], [-3.05, -0.21, 2.02], [1.54, 0.75, -1.32], [1.18, 4.22, -0.97], [2.13, 4.66, -0.54], [2.17, -0.02, -2.02], [-2.78, -4.07, 3.67], [-5.16, 2.92, -1.80], [-1.96, 0.40, -0.41], [0.91, -2.49, -3.95], [4.77, 0.09, -5.14], [5.74, 3.63, -1.31], [-0.13, -2.34, -6.60], [4.76, 1.28, -4.85], [-4.62, -1.31, -0.16], [1.44, 1.79, 0.61], [-5.56, 2.96, -2.83], [4.32, 5.09, -1.02], [3.65, -1.93, 3.30], [0.34, -4.55, 6.56], [-2.31, -1.10, 4.73], [2.10, 5.75, -0.73], [3.37, 4.14, -1.18], [-3.70, -2.02, 5.20], [-1.51, 1.93, 0.30], [0.49, -5.59, 4.51], [-2.44, 3.55, 2.61], [4.66, -2.23, -1.94], [-0.19, -5.14, 2.39], [-5.42, 4.27, -4.53], [-2.74, -2.15, 4.79], [1.24, -1.35, -6.18], [-0.16, 0.66, -5.86], [-3.31, -0.08, -4.14], [5.66, 4.72, -1.50], [-6.54, -3.38, 0.19], [-4.28, 4.18, 0.22], [-1.00, 5.25, -1.51], [-0.07, 0.46, -3.41], [-3.50, -2.62, 2.81], [-6.09, -2.77, 1.63], [1.33, 3.24, -3.45], [4.78, -1.55, 5.00], [-2.61, 6.33, -0.42], [-2.53, 5.53, 0.85], [4.43, -0.50, -6.46], [3.52, 3.07, -1.73], [-2.09, 5.68, -1.64], [4.90, -1.23, 7.35], [-0.05, -2.44, 4.95], [0.68, -2.62, -2.45], [-3.49, 4.57, 1.08], [4.99, -0.85, -4.19], [-0.13, -3.66, 7.07], [-2.79, -2.05, -1.55], [-0.08, -1.81, -4.58], [-4.98, -2.97, -1.64], [-2.22, 1.11, 0.35], [5.97, -1.29, -1.07], [0.44, 2.60, -4.89], [5.07, -1.24, -6.84], [-4.23, -2.15, -1.10], [-2.13, -2.09, -0.68]], "mulliken_charge": [0.1662, -0.6031, -0.5757, 0.2715, 0.2643, 0.2842, 0.4993, -0.1071, -0.7607, -0.6611, 0.4855, -1.3110, 0.1677, 0.2401, 0.6995, 0.3444, -0.4115, 0.3672, 0.2688, 0.1497, 0.3303, 0.3589, -0.5333, -0.2524, 0.4161, 0.3254, -0.5083, 0.3404, 0.5182, 0.3093, 0.3406, -0.2090, -0.2863, -1.4196, 0.3104, 0.4425, -0.2038, 0.3685, 0.3628, 0.3873, 0.7174, 0.6943, -1.0822, 0.3178, 0.4776, 0.1897, 0.5903, -0.2119, 0.1927, 0.3331, -0.3576, 0.4382, 0.3343, 0.5060, 0.3947, 1.0603, -1.0124, 0.3297, 0.4195, 0.3496, -1.3934, 0.2928, -0.5403, 0.2429, -1.2666, 0.0002, 0.1998, -0.1391, 0.2758, -1.2189, -0.2242, 0.5003, 0.3063, -1.1940, -1.1500, -0.6684, 0.2980, -0.2961, 0.3038, -0.0470, -0.6261, 0.0834, 0.0927, 0.7190, 0.0559, -0.6704, 0.2954, 0.4427, 0.2347, 0.3548, -0.3074, -0.0130, 0.0149, 0.3668, -0.3341, -0.4206, -0.3530, 0.2302, 0.0914, -0.5085, 0.4655, 0.8028, 0.1763, 0.3595, -0.5554, 0.1069, 0.1391, -0.0505, -0.3821, 0.1994, 0.2210, 0.0533, 0.4335, 0.4874, 0.4157, 0.4052, -0.5855, -0.1155, 0.0988, -0.2676, 0.3657, -0.2795, -0.2318, -0.0276, -0.2963, -0.1487, 0.3944, -0.6207, -0.1830, -0.0571, -0.1468, 0.2594, 0.1716, -0.4291, -0.3777, -0.3369, -0.8722, -0.2829, -0.0700, 0.7896, -0.2198, -0.1578, 0.8655, -0.2825, -1.1267, 0.1446, -0.1894, -0.6516, 0.2433, 0.3432, 0.6369, 0.3822, -0.0521, 0.1481]}

***

{"formula": "CH3FNO2S", "method": "ωB97M-V/def2-TZVPD", "largest_force_ev_per_a": 3.4, "e_homo_ev": [-3.443, -2.740], "total_charge": -1, "lumo_ev": [3.84, 2.56], "relative_energy_kj_mol": 469.1, "total_energy_ev": -20219.9117, "species": ["N", "H", "H", "O", "F", "O", "S", "C", "H"], "coordinates": [[-1.30, -0.66, -2.00], [-1.22, -1.31, -2.79], [0.53, 2.18, 0.48], [-0.87, 0.14, 2.10], [2.07, 1.03, -0.08], [1.14, -1.25, 1.49], [0.18, -0.22, 1.14], [1.17, 1.25, 0.91], [-1.70, -1.17, -1.24]], "mulliken_charge": [-0.4382, 0.1832, 0.1170, -0.5962, -0.2088, -0.5962, 0.5358, -0.2097, 0.2131]}

***

{"formula": "C2H3ClO3S", "method": "ωB97M-V/def2-TZVPD", "largest_force_ev_per_a": 2.6, "e_homo_ev": -9.826, "lumo_ev": 0.63, "relative_energy_kj_mol": 38.6, "total_energy_ev": -31621.0591, "species": ["H", "Cl", "C", "O", "H", "O", "S", "C", "O", "H"], "coordinates": [[-1.26, -0.61, 1.22], [-3.03, -0.03, -0.46], [-0.55, 0.90, -0.03], [1.51, -1.31, 0.64], [1.02, -1.82, -0.01], [0.64, 1.06, 0.62], [1.92, 0.16, 0.00], [-1.48, 0.04, 0.35], [1.70, 0.03, -1.40], [-0.47, 1.58, -0.93]], "mulliken_charge": [0.3520, -0.1679, -0.1156, -0.4594, 0.3430, -0.3064, 0.7093, -0.1813, -0.4867, 0.3131]}

***

{"formula": "C14H39AlBFN3O5", "method": "ωB97M-V/def2-TZVPD", "largest_force_ev_per_a": 0.7, "e_homo_ev": -3.916, "total_charge": -1, "lumo_ev": 2.51, "total_energy_ev": -39848.0778, "species": ["H", "H", "H", "C", "O", "C", "O", "C", "H", "N", "H", "N", "H", "C", "B", "H", "C", "H", "H", "C", "H", "C", "C", "H", "F", "C", "H", "H", "H", "H", "H", "H", "O", "H", "H", "H", "H", "H", "H", "C", "C", "H", "H", "H", "H", "H", "H", "H", "H", "H", "C", "H", "H", "O", "H", "H", "C", "N", "C", "H", "H", "Al", "O", "H"], "coordinates": [[1.37, -1.42, 1.30], [-5.35, 5.19, -0.42], [-3.64, -1.47, 2.63], [4.08, -0.68, -1.31], [-0.15, -2.35, 3.03], [5.28, -3.28, -4.52], [-3.70, 5.84, 0.55], [2.55, -3.42, -1.91], [-1.42, 3.72, 4.34], [-2.89, 4.33, 2.99], [7.66, -3.77, -3.55], [3.82, -3.66, -2.59], [4.94, -1.35, -1.22], [-4.74, -3.98, 0.93], [-0.61, -1.68, 1.87], [3.55, -2.14, -4.07], [-2.01, 3.29, 3.51], [3.97, -0.40, -2.36], [3.22, -3.79, -4.58], [3.88, -3.18, -3.96], [-3.05, -0.74, 0.08], [-1.04, 2.62, 2.54], [7.13, -2.95, -3.05], [-0.84, -2.29, 3.70], [-3.04, -3.80, -0.74], [-2.16, 2.45, 0.42], [-2.65, -4.47, 1.12], [-0.42, 1.94, 3.14], [-5.23, -3.19, 1.50], [4.29, 0.21, -0.73], [4.56, -3.23, -2.06], [5.66, -4.30, -4.42], [-1.67, 1.81, 1.58], [1.76, -3.96, -2.45], [-0.37, 3.34, 2.06], [2.00, -1.43, -2.66], [-5.70, 6.25, 0.96], [-4.03, 6.67, 2.42], [-5.25, -4.04, -0.04], [-3.26, -3.67, 0.68], [2.09, -1.98, -1.71], [2.61, -3.89, -0.92], [-2.69, 7.34, 1.47], [-1.76, 6.05, 3.27], [7.85, -2.18, -2.78], [5.26, -3.03, -5.59], [-1.43, 5.25, 1.73], [0.54, -0.04, 1.48], [-4.90, -4.92, 1.46], [1.10, -2.00, -1.26], [-5.05, 5.44, 0.59], [-3.19, 2.79, 0.54], [-3.48, 3.92, 2.28], [6.17, -2.36, -3.90], [6.69, -3.35, -2.13], [-2.63, 2.51, 3.94], [-2.22, 5.49, 2.44], [0.46, -0.99, 1.11], [-3.20, 6.41, 1.75], [-2.15, 1.70, -0.37], [-1.53, 3.30, 0.14], [-2.71, -1.78, 1.30], [2.89, -1.25, -0.80], [-5.21, 4.56, 1.22]], "mulliken_charge": [0.1760, 0.2401, -0.3179, -0.6057, -0.7101, -0.7860, -0.3415, -0.8104, 0.4313, -0.3014, 0.3378, -0.3121, 0.1642, -1.1692, 0.0855, 0.1811, -0.9619, 0.2864, 0.3506, -0.1885, -0.2874, -0.4244, -0.7092, 0.2684, -0.3797, -0.7356, 0.1984, 0.3425, 0.2457, 0.2908, 0.1154, 0.4048, -0.3703, 0.3936, 0.4005, 0.2875, 0.3345, 0.4032, 0.3025, 0.3301, -0.3462, 0.3774, 0.3885, 0.3599, 0.2375, 0.3898, 0.1766, 0.0670, 0.2768, 0.3168, -0.7080, 0.1777, 0.1044, -0.3449, 0.2930, 0.4041, -0.1996, -0.2127, -0.7984, 0.3595, 0.3412, 0.2808, -0.4017, 0.3012]}

***

{"formula": "CH5O4", "method": "ωB97M-V/def2-TZVPD", "largest_force_ev_per_a": 3.4, "e_homo_ev": -4.871, "total_charge": -1, "lumo_ev": 4.15, "relative_energy_kj_mol": 111.2, "total_energy_ev": -9309.3508, "species": ["H", "O", "O", "H", "O", "C", "O", "H", "H", "H"], "coordinates": [[-2.69, 0.49, -0.18], [0.22, 1.32, 1.58], [0.94, 0.31, -0.35], [1.77, -0.89, 0.17], [2.52, -1.68, -0.01], [0.15, 0.49, 0.62], [-3.16, 0.53, -1.05], [-2.52, 1.04, -1.53], [-0.54, -0.44, 0.85], [3.31, -1.17, -0.10]], "mulliken_charge": [0.3504, -0.6577, -0.6740, 0.3590, -0.7372, 0.1022, -0.6743, 0.3236, 0.3444, 0.2636]}

***

{"formula": "C4H8O2", "method": "ωB97M-V/def2-TZVPD", "largest_force_ev_per_a": 3.6, "smiles": "CO[C@H](C)C=O", "e_homo_ev": -9.713, "lumo_ev": 0.91, "relative_energy_kj_mol": 251.3, "total_energy_ev": -8370.6774, "species": ["H", "C", "H", "C", "H", "H", "H", "H", "H", "C", "H", "O", "O", "C"], "coordinates": [[1.36, 0.95, 1.78], [-0.69, -1.09, 0.55], [0.12, 0.80, -2.08], [1.51, -0.05, 1.32], [-1.72, 0.74, -1.38], [-1.41, -0.52, 1.24], [-1.09, -1.47, -0.33], [0.88, -0.72, -0.81], [-0.80, 2.25, -1.53], [-0.60, 1.20, -1.39], [-0.28, -2.02, 1.03], [-0.10, 1.10, -0.12], [2.29, -0.89, 1.58], [0.53, -0.27, 0.16]], "mulliken_charge": [0.3351, -1.3029, 0.3509, -0.1325, 0.2022, 0.2637, 0.3778, 0.3206, 0.2597, -0.6859, 0.4105, -0.3977, -0.4393, 0.4377]}